## P
The ion C4H9NO2 with charge +1, computed with wB97M-V/def2-TZVPD.

```
16
Properties=species:S:1:pos:R:3
C 0.8852 -1.0905 -1.3132
N -0.1992 -0.0842 -1.3448
C -0.3003 0.6940 -0.0584
C -1.2184 -0.1066 0.8653
O -1.1960 0.5446 2.1137
C 1.1387 0.8074 0.4844
O 1.8959 1.6379 0.1340
H 0.7007 -1.8623 -2.0607
H 0.9543 -1.5784 -0.3480
H 1.7814 -0.5058 -1.5423
H 0.0689 0.6459 -2.0115
H -0.7861 1.6375 -0.2965
H -2.2227 -0.0116 0.4524
H -0.8879 -1.1444 0.9476
H -1.9619 0.2628 2.6247
H 1.3474 0.1537 1.3534
```

The molar mass is 103.12 g/mol. As for the total charge: +1. Its highest occupied orbital energy (spin up / spin down) is -15.240 / -15.114 eV. As for the spin multiplicity: 2. Its LUMO energy (spin up / spin down) is -4.5 / -8.8 eV.

Atom charges from the natural (NBO) analysis, given in e for atoms 1 to 5: -0.470 -0.205 -0.180 -0.069 -0.713

---

## Q
The ion C4H9NO2 with charge +1, computed with wB97M-V/def2-TZVPD.

```
16
Properties=species:S:1:pos:R:3
O -1.1022 2.0738 0.7913
C 0.0284 1.8581 0.9176
C 0.6408 0.2181 0.6613
C 0.3314 0.3717 -0.7890
C 0.1577 -1.0717 -1.6770
O 0.3416 -2.2732 -0.9622
N -0.1929 -0.7580 1.4622
H 0.6911 2.4619 0.2832
H 1.6833 0.0191 0.8914
H 0.9686 1.0707 -1.3419
H -0.7154 0.6032 -0.9025
H 0.7802 -1.0111 -2.5612
H -0.9057 -0.9965 -1.9110
H 0.0948 -1.9715 -0.0700
H -0.4744 -0.2519 2.3182
H -1.1008 -0.3804 1.1049
```

The molar mass is 103.12 g/mol. As for the total charge: +1. Its highest occupied orbital energy (spin up / spin down) is -14.805 / -14.658 eV. As for the spin multiplicity: 2. Its LUMO energy (spin up / spin down) is -6.2 / -9.1 eV.

Atom charges from the natural (NBO) analysis, given in e for atoms 1 to 5: -0.271 0.447 0.001 -0.515 0.017

---

Stability, descending: P, Q